Computed, not measured: a 2-piece molecular cluster, C3H9O overall at a distorted geometry, with ωB97M-V with the def2-TZVPD basis set.

The spin multiplicity is 1. The LUMO energy comes out at 0.1429 Eh. The calculated total energy comes out at -194.88290 hartree. The charge is -1.

Atoms and positions in Å:
O 2.956 -0.180 -0.207
H 2.641 -0.979 -0.637
C -2.079 -0.477 0.803
C -0.628 0.133 0.451
C -0.341 0.639 -0.985
H -2.934 0.062 0.519
H -2.021 -0.771 1.865
H -2.059 -1.468 0.266
H 0.067 -0.625 0.669
H -0.407 1.037 1.238
H -0.737 -0.022 -1.803
H -0.655 1.748 -0.939
H 0.742 0.682 -1.130

Cartesian forces (eV/Å) of the 2 atoms listed first:
O -0.1 0.2 0.0
H 0.0 -0.2 -0.1